Entry a
Molecular formula: C7H10O
Method: DFT, wB97M-V/def2-TZVPD

The calculation puts the HOMO-LUMO gap at 5.79 eV. The HOMO energy is -0.25316 Eh.

Last column: Mulliken charge in e.
Cartesian coordinates (Å):
1 O -2.07671 -2.20964 -1.14613  -0.49
2 C -1.33035 -1.44571 -0.57394  0.01
3 C -0.65559 -0.42093 -1.50962  -0.49
4 C -0.72915 1.03994 -0.98722  -0.64
5 C -0.48328 1.20858 0.47359  -0.64
6 C 0.90931 0.93855 0.89788  -0.02
7 C 1.65472 -0.23089 0.57844  -0.30
8 C 1.18380 -0.59763 1.84469  -0.74
9 H -1.21451 -1.57711 0.50131  0.34
10 H -1.13618 -0.64619 -2.45868  0.37
11 H 0.41498 -0.53002 -1.71951  0.24
12 H -1.68810 1.44106 -1.32532  0.36
13 H 0.01444 1.63291 -1.50090  0.32
14 H -0.97183 2.01537 0.99479  0.34
15 H 1.41384 1.82305 1.27146  0.47
16 H 2.43154 -0.64485 -0.05875  0.40
17 H 0.49237 -1.44286 1.98995  0.19
18 H 1.77071 -0.35364 2.72796  0.26

Entry b
Molecular formula: C7H10O
Method: DFT, wB97M-V/def2-TZVPD

The SMILES is C=C1[C@H]2CCC[C@@]12O. The calculation puts the HOMO-LUMO gap at 8.83 eV. The HOMO energy is -0.29459 Eh.

Last column: Mulliken charge in e.
Cartesian coordinates (Å):
1 C 1.98244 1.50360 -0.60975  -0.80
2 C 1.05978 0.73213 -0.05769  0.30
3 C 0.06375 0.70262 1.01487  -0.84
4 C -1.47992 0.57372 0.74281  -0.52
5 C -1.57615 -0.27228 -0.56249  -0.79
6 C -0.37093 -1.23188 -0.68541  -0.35
7 C 0.80559 -0.69611 0.06016  0.32
8 O 1.79930 -1.45941 0.54328  -0.53
9 H 2.66339 0.94918 -1.30410  0.22
10 H 1.99949 2.60263 -0.42544  0.27
11 H 0.20251 1.11526 1.92726  0.55
12 H -2.13716 1.50093 0.76266  0.33
13 H -1.81664 -0.09928 1.46910  0.33
14 H -2.63800 -0.61118 -0.62894  0.40
15 H -1.42442 0.39743 -1.41194  0.27
16 H -0.62672 -2.31762 -0.29527  0.27
17 H 0.00891 -1.37024 -1.80751  0.23
18 H 1.48480 -2.01950 1.26842  0.35

Entry c
Molecular formula: C7H10O
Method: DFT, wB97M-V/def2-TZVPD

The calculation puts the HOMO-LUMO gap at 10.17 eV. The HOMO energy is -0.33553 Eh.

Last column: Mulliken charge in e.
Cartesian coordinates (Å):
1 C -0.25437 -0.54608 -0.08052  0.19
2 C -1.64660 -0.51392 -0.59524  -0.58
3 C -1.64644 0.95478 0.02717  -0.57
4 C -0.08559 0.97667 -0.19494  0.22
5 C 1.28844 1.23485 0.15460  -0.77
6 C 1.98451 0.08212 -0.05128  -0.29
7 C 1.06909 -1.07664 -0.63014  -0.61
8 H 0.27982 -0.45330 1.70358  0.42
9 H -1.58261 -0.72831 -1.77290  0.22
10 H -2.51724 -1.20383 -0.23924  0.28
11 H -2.35935 1.81124 -0.36336  0.32
12 H -1.90645 0.69644 1.10626  0.25
13 H -0.11573 1.25740 -1.31110  0.17
14 H 1.71088 2.14330 0.55878  0.42
15 H 3.10548 -0.12238 0.13710  0.33
16 H 1.48550 -2.11180 -0.31429  0.27
17 H 0.99859 -0.98091 -1.70951  0.28
18 O -0.41915 -0.87233 1.30334  -0.56

Entry d
Molecular formula: C7H10O
Method: DFT, wB97M-V/def2-TZVPD

The calculation puts the HOMO-LUMO gap at 10.12 eV. The HOMO energy is -0.33662 Eh.

Last column: Mulliken charge in e.
Cartesian coordinates (Å):
1 C 1.55356 0.93836 -0.13942  -0.37
2 C 1.66410 -0.64713 -0.15575  -0.71
3 C 0.27138 -1.05079 0.57519  -0.13
4 C 0.04889 0.91310 0.20369  -0.41
5 C -1.48727 1.26283 0.19509  -0.43
6 C -2.00770 -0.30124 -0.02961  -0.49
7 C -1.14618 -1.34379 -0.19635  -0.68
8 H 2.35603 1.55937 0.51278  0.27
9 H 1.60546 1.16823 -1.28680  0.23
10 H 2.54249 -1.05908 0.36702  0.36
11 H 1.72122 -1.10140 -1.20001  0.26
12 H 0.54252 -1.90964 1.07359  0.72
13 H -0.01092 0.31694 -0.79700  0.32
14 H -1.82531 1.98493 1.08194  0.31
15 H -1.51478 1.85636 -0.84762  0.25
16 H -2.95674 -0.26011 -0.32509  0.55
17 H -1.48708 -2.30358 -0.42961  0.45
18 O 0.13033 -0.02337 1.39797  -0.48

Stability check: which of them is most stable? entry b.

Entry a
Molecular formula: C7H10O
Method: DFT, wB97M-V/def2-TZVPD

The SMILES is C1=C[C@H]2COC[C@@H]1C2. The calculation puts the HOMO-LUMO gap at 9.80 eV. The HOMO energy is -0.32353 Eh.

Last column: Mulliken charge in e.
Cartesian coordinates (Å):
1 C -1.28962 -0.43201 0.92813  -0.49
2 C -0.57672 -1.55153 0.58731  -0.58
3 C 0.87213 -0.93669 0.23360  0.10
4 C 1.01262 -0.44214 -1.24981  -0.69
5 O -0.10187 0.22285 -1.74542  -0.39
6 C -0.71207 1.35979 -0.89654  -0.53
7 C -0.54533 0.82503 0.66946  0.29
8 C 0.81410 0.29210 1.12782  -1.09
9 H -2.38647 -0.51919 0.83385  0.32
10 H -0.96433 -2.52915 0.67478  0.46
11 H 1.66931 -1.74356 0.43734  0.36
12 H 1.15301 -1.36623 -1.98419  0.28
13 H 1.83960 0.11466 -1.33141  0.43
14 H -0.40859 2.57320 -1.06064  0.23
15 H -1.70074 1.44826 -1.41110  0.30
16 H -1.04201 1.73639 1.22476  0.22
17 H 1.50220 0.93202 0.77247  0.46
18 H 0.86477 0.01619 2.18960  0.31

Entry b
Molecular formula: C7H10O
Method: DFT, wB97M-V/def2-TZVPD

The SMILES is C=C(O)[C@@H]1C=CCC1. The calculation puts the HOMO-LUMO gap at 9.65 eV. The HOMO energy is -0.32301 Eh.

Last column: Mulliken charge in e.
Cartesian coordinates (Å):
1 C 2.78900 -0.50299 -0.83206  -0.87
2 C 1.85521 0.15696 -0.18323  0.67
3 O 2.12393 0.82378 0.90783  -0.52
4 C 0.15630 0.20896 -0.53117  -0.31
5 C -1.17624 1.31276 -0.53479  -0.83
6 C -2.24619 0.72486 -0.02315  -0.04
7 C -1.96367 -0.62946 0.54277  -0.65
8 C -0.30522 -0.77747 0.54874  -0.58
9 H 2.65091 -1.13983 -1.73667  0.27
10 H 3.77947 -0.54426 -0.31043  0.25
11 H 1.46587 1.42867 1.22101  0.39
12 H -0.06461 -0.15454 -1.49480  0.38
13 H -1.03150 2.34044 -0.91877  0.38
14 H -3.29402 1.19548 0.12641  0.30
15 H -2.54067 -0.93211 1.48081  0.33
16 H -2.22899 -1.39961 -0.18334  0.24
17 H 0.09513 -0.27462 1.45386  0.28
18 H -0.06471 -1.83703 0.46697  0.30

Stability check: which of them is most stable? entry b.

Entry a
Molecular formula: C7H10O
Method: DFT, wB97M-V/def2-TZVPD

The SMILES is Cc1cc(C)c(C)o1. The calculation puts the HOMO-LUMO gap at 8.71 eV. The HOMO energy is -0.28335 Eh.

Last column: Mulliken charge in e.
Cartesian coordinates (Å):
1 C -1.88989 0.84437 -2.08490  -1.22
2 C -0.87369 0.59433 -1.10672  0.37
3 C -0.78014 0.91611 0.23045  -0.56
4 C 0.27236 0.26166 0.84495  1.08
5 C 0.82605 0.53382 2.18537  -1.51
6 C 0.72065 -0.59073 -0.05924  0.30
7 C 1.63550 -1.81813 0.02689  -1.23
8 O 0.16676 -0.30085 -1.28841  -0.41
9 H -2.46099 -0.07018 -2.11203  0.26
10 H -1.62467 1.05993 -3.11650  0.33
11 H -2.70050 1.66359 -1.83888  0.28
12 H -1.45682 1.64190 0.71518  0.33
13 H 0.55208 -0.32857 2.81097  0.32
14 H 0.48336 1.40549 2.62149  0.42
15 H 1.95064 0.56914 2.17552  0.30
16 H 0.92183 -2.66154 -0.15151  0.27
17 H 2.27122 -1.79961 -0.87549  0.31
18 H 1.98624 -1.92073 1.02288  0.36

Entry b
Molecular formula: C7H10O
Method: DFT, wB97M-V/def2-TZVPD

The SMILES is c1ccccc1.CO. The calculation puts the HOMO-LUMO gap at 10.51 eV. The HOMO energy is -0.35261 Eh.

Last column: Mulliken charge in e.
Cartesian coordinates (Å):
1 C 1.03713 0.86511 -1.14440  -0.78
2 C 1.17233 -0.51603 -1.20215  0.25
3 C 1.09017 -1.42077 -0.16533  -0.53
4 C 0.89204 -0.87616 1.06905  -0.35
5 C 1.01589 0.37411 1.28867  -0.17
6 C 0.92378 1.22625 0.21820  0.00
7 H 1.51941 1.49257 -1.96732  0.33
8 H 1.39553 -1.25305 -2.07813  0.17
9 H 1.13400 -2.55602 -0.28487  0.25
10 H 0.90995 -1.62859 1.84534  0.36
11 H 1.02213 1.01894 2.21049  0.27
12 H 0.82104 2.32979 0.59222  0.19
13 C -2.45868 0.38975 -0.08354  -0.51
14 O -1.78654 -0.91869 -0.14780  -0.60
15 H -3.54604 0.00699 -0.03086  0.24
16 H -2.08830 1.04627 0.90709  0.16
17 H -2.14339 1.08455 -0.85568  0.25
18 H -0.91045 -0.66502 -0.17099  0.47

Stability check: which of them is most stable? entry a.